Record 1
C6H34N2O9 | wB97M-V/def2-TZVPD

Atoms and positions in Å:
C -3.8575 -0.6710 -1.3553
C -2.3145 -0.6943 -0.8980
N -2.1811 -0.0484 0.4327
C -0.9095 -0.0404 1.0821
C -1.1710 0.4213 2.5092
C 0.1070 0.9951 0.4058
N 1.1044 0.2889 -0.5790
C 1.4835 1.2135 -1.6131
H -3.7734 -0.8040 -2.4175
H -4.4035 0.1349 -0.8447
H -4.4061 -1.4711 -0.7355
H -1.7873 -0.1058 -1.5886
H -1.9795 -1.8267 -0.8809
H -2.8378 -0.4382 1.0261
H -0.4413 -1.0635 1.1928
H -1.2540 1.5099 2.8570
H -2.0280 0.0387 3.0311
H -0.2842 -0.0533 3.0474
H -0.3812 1.7761 -0.2153
H 0.8273 1.4453 1.1354
H 0.7471 -0.5784 -0.8916
H 2.3581 0.8493 -2.2802
H 0.6865 1.4755 -2.4742
H 1.9198 2.0873 -1.1963
O 3.3188 -3.3933 0.2040
H 3.5743 -2.6668 -0.3172
H 3.5770 -3.3263 1.0951
O -0.5576 -2.9568 1.4124
H -1.1056 -2.4241 0.8251
H -0.3667 -3.6080 0.6979
O -0.3253 -2.7146 -1.9925
H -0.2714 -3.5266 -2.5286
H 0.2474 -3.0596 -1.2594
O 3.7732 -0.3415 1.6197
H 2.8936 -0.1597 1.3843
H 4.2184 0.5049 1.3617
O -3.1202 2.4109 -0.6323
H -2.6462 1.5597 -0.2761
H -2.7906 3.1201 -0.0082
O 4.6367 1.6664 -0.9053
H 4.1426 2.4994 -0.8764
H 3.9334 1.0845 -0.5360
O 0.4565 3.7044 1.6087
H 0.6201 4.2179 2.3651
H 0.0445 4.2442 0.8910
O -1.0397 4.2009 -0.6845
H -0.4047 3.5598 -0.6095
H -1.7832 3.5656 -0.9785
O 0.9295 -4.0534 -0.3419
H 1.7709 -3.6072 -0.1407
H 1.0505 -4.9420 -0.1273

Cartesian forces (eV/Å) of the 6 atoms listed first:
1.19 -1.37 3.61
-2.12 -2.20 1.66
0.42 0.56 -2.98
1.20 1.57 0.30
2.14 0.52 2.43
1.73 -2.00 -0.85

Values from the calculation:
2S+1: 1
E_HOMO, eV: -9.065
Frontier orbital gap, eV: 9.28
ΔE to the lowest compared entry with this formula, charge and spin, kJ/mol: 553.2
Total energy, eV: -28178.1874
Structure (SMILES): CCN[C@H](C)CNC.O.O.O.O.O.O.O.O.O
LUMO, Eh: 0.00795

***

Record 2
C6H34NO10S | wB97M-V/def2-TZVPD

Atoms and positions in Å:
C 0.8293 1.7156 1.4397
N -0.2734 0.8837 1.1703
C -0.3882 -0.2311 2.0711
C -1.7280 -1.0229 1.8188
S -1.9727 -1.8397 0.1029
C 0.9630 -1.2308 1.9246
C 0.9624 2.9938 0.3901
C 1.5481 2.7629 -0.9720
H 1.8537 1.3188 1.6742
H 0.5626 2.2320 2.4469
H -0.3794 0.4811 0.2795
H -0.2730 0.3685 3.1352
H -2.5307 -0.2294 2.0018
H -1.7194 -1.7796 2.5734
H 1.1845 -1.3039 0.8909
H 1.7478 -0.8117 2.5820
H 0.5964 -2.1404 2.2695
H -0.1468 3.3734 0.1764
H 1.0622 3.9666 0.8348
H 1.2830 1.7579 -1.2790
H 2.6408 3.0417 -1.0893
H 0.9754 3.2649 -1.7792
H 0.2047 -0.9649 -1.3041
H 0.2390 0.5427 -1.9787
O 0.5315 -0.4212 -2.0279
H 2.7864 0.1711 0.5882
H 3.8272 0.2701 -0.6343
O 3.7069 0.6260 0.2938
H 0.1640 -2.6052 -3.3109
H 0.7918 -3.2199 -2.1541
O 0.9658 -2.9986 -2.9850
H 0.0807 -4.7032 0.4644
H 1.1516 -4.1704 1.2255
O 0.8766 -4.4207 0.3516
H -2.1294 1.5873 -3.2902
H -1.3004 2.0273 -2.0514
O -1.3524 2.0674 -2.9729
H -2.7048 3.4884 -0.0430
H -2.3493 2.0372 0.5170
O -2.1181 2.7919 -0.0453
H -1.8849 -0.8865 -3.0506
H -2.9086 -0.2181 -1.9790
O -2.5949 -0.1628 -2.8913
H -2.3138 1.2037 2.7241
H -3.1207 1.1367 1.6623
O -3.0902 1.6423 2.5435
H -1.4462 -3.8093 1.2298
H -1.0297 -3.2387 2.5765
O -1.0924 -4.1039 2.0746
H 3.0125 0.2631 -2.2572
H 2.8298 -1.0875 -3.2211
O 3.4694 -0.4157 -2.7170

Cartesian forces (eV/Å) of the 6 atoms listed first:
1.06 4.68 0.80
-0.93 -0.69 0.63
2.08 -0.12 1.16
0.53 1.93 -0.89
0.45 1.16 1.18
-2.24 3.26 1.58

Values from the calculation:
Net charge: -1
2S+1: 1
E_HOMO, eV: -4.893
Frontier orbital gap, eV: 7.62
ΔE to the lowest compared entry with this formula, charge and spin, kJ/mol: 590.4
Total energy, eV: -39571.7492
LUMO, Eh: 0.10027

***

Record 3
C6H34NO11 | wB97M-V/def2-TZVPD

Atoms and positions in Å:
C 0.0176 0.2780 -0.6260
C 1.4407 0.3752 -1.2798
C 2.5156 -0.8518 -1.0144
C 3.4311 -0.9889 -0.1218
C 1.5590 -2.5888 -2.6510
C 2.5530 -1.7687 -2.1887
N 0.0050 0.6383 0.9289
H -0.4016 -0.7436 -0.7119
H -0.5460 1.0324 -1.0596
H 1.9267 1.2521 -0.7620
H 1.3024 0.5186 -2.3859
H 3.4453 -0.8313 0.9149
H 4.1643 -1.7335 -0.3310
H 0.5987 -2.9035 -2.1775
H 1.8584 -3.3415 -3.3600
H 3.5978 -1.9145 -2.7327
H 0.5362 1.5641 1.0587
H 0.4730 -0.1736 1.4119
H -1.0098 0.5389 1.1488
H -2.6021 1.3099 3.8722
H -3.9593 1.8890 3.0724
O -3.1250 1.2419 2.9691
H -4.2344 -1.0296 3.4543
H -3.5139 -1.7602 2.2475
O -4.0264 -1.9611 3.0838
H 0.1284 1.4924 -3.3651
H 0.7885 1.6436 -4.8613
O 0.2212 1.2836 -4.2552
H 0.9980 3.6518 -2.1134
H 2.3498 3.9774 -1.7198
O 1.7119 3.3288 -1.5677
H -1.6262 0.9021 -4.7114
H -2.9638 0.1332 -4.2644
O -2.2994 0.7801 -4.1408
H -3.1705 -1.9032 -1.0101
H -3.1123 -0.3675 -0.5529
O -2.6929 -1.1974 -0.5306
H 2.0141 3.5851 1.9011
H 1.8418 2.3973 2.9794
O 1.4883 2.6885 2.1175
H -3.4479 1.9607 -1.8974
H -2.4594 0.8092 -2.1544
O -3.0217 1.1546 -1.4888
H 0.7376 -2.5133 1.7997
H 0.9110 -1.9477 3.0531
O 1.1275 -1.7238 2.1620
H 3.5786 0.5363 4.0187
H 2.6218 -0.2363 3.4481
O 2.6364 0.4670 4.0229
H -1.9827 -2.4282 3.3169
H -1.2033 -3.6021 3.8171
O -1.1809 -2.9199 3.2365

Cartesian forces (eV/Å) of the 6 atoms listed first:
2.52 -1.69 1.30
1.00 -0.89 2.63
-3.72 2.04 -3.87
1.35 -1.49 1.42
1.18 -0.04 1.50
0.68 -1.65 -1.78

Values from the calculation:
Net charge: +1
2S+1: 1
E_HOMO, eV: -11.433
Frontier orbital gap, eV: 9.02
ΔE to the lowest compared entry with this formula, charge and spin, kJ/mol: 595.4
Total energy, eV: -30776.8992
LUMO, Eh: -0.08886

***

Record 4
C6H34O20 | wB97M-V/def2-TZVPD

Atoms and positions in Å:
C -0.5075 0.8157 0.7461
C -0.4404 -0.5504 0.7907
C 0.3488 -1.3505 -0.2336
O 0.1922 -2.6241 -0.4521
C 1.1856 -0.7056 -1.1284
C 1.3395 0.7316 -1.1176
C 0.3433 1.5961 -0.1070
O 0.3069 2.8380 -0.2378
O 1.9204 1.3140 -2.0748
O -1.1610 -1.1303 1.7124
H -1.1695 1.3576 1.4053
H 1.7646 -1.2773 -1.8385
O 0.2411 -4.1616 2.2608
H -0.5364 -4.4394 2.7452
H -0.0958 -3.5797 1.5796
O 0.8858 2.4155 3.7159
H 0.8170 1.4689 3.8399
H 0.0296 2.6761 3.3766
O -3.8342 0.1541 1.3394
H -2.9634 -0.2426 1.3644
H -4.1017 0.0883 0.4227
O 0.2843 -1.0592 4.1514
H -0.2986 -0.4387 4.5888
H -0.1729 -1.2886 3.3423
O -3.6266 1.2978 3.8005
H -4.5435 1.3719 4.0652
H -3.6534 0.8127 2.9757
O -0.1207 -0.9846 -4.2561
H 0.3231 -1.7440 -3.8786
H 0.5857 -0.3743 -4.4675
O 2.2033 0.5134 -4.6807
H 2.9232 1.0086 -5.0716
H 2.2095 0.7687 -3.7582
O 0.0663 4.5965 1.6949
H 0.1451 4.0432 0.9178
H -0.4737 4.0867 2.2988
O 0.6908 -3.3982 -3.2168
H 0.6712 -3.0590 -2.3219
H 1.1908 -4.2120 -3.1540
O -3.2441 -2.7320 3.3433
H -2.6473 -2.0815 2.9733
H -3.1329 -2.6485 4.2903
O -2.3961 -4.2930 -0.7616
H -1.5368 -3.8715 -0.7531
H -2.8096 -3.9788 -1.5656
O 2.8939 -3.5505 0.9010
H 2.4034 -4.1354 1.4786
H 2.2745 -3.3228 0.2078
O -2.3874 3.5003 -0.5571
H -2.6227 3.3208 -1.4674
H -1.5043 3.1434 -0.4626
O 0.2465 2.5181 -3.9396
H -0.4897 2.0012 -3.6125
H 0.9275 2.4131 -3.2751
O 2.7750 4.3669 -0.4886
H 3.4290 3.8427 -0.9509
H 2.0035 3.8021 -0.4427
O 4.4832 1.1309 -2.0987
H 3.5335 1.2501 -2.1008
H 4.8322 1.9889 -1.8573

Cartesian forces (eV/Å) of the 6 atoms listed first:
2.07 2.10 -1.66
-0.11 -1.75 -0.15
-0.62 0.28 -0.09
-0.48 -1.18 0.96
0.47 3.24 1.22
-3.60 -1.39 2.00

Values from the calculation:
Net charge: -3
2S+1: 2
Expectation value of S²: 0.7742
E_HOMO (alpha / beta), eV: 3.174 / 1.190
Frontier orbital gap (alpha / beta), eV: 3.31 / 5.30
Total energy, eV: -47723.7503
LUMO (alpha / beta), Eh: 0.23846 / 0.23841

***

Record 5
C6H35NO12 | wB97M-V/def2-TZVPD

Atoms and positions in Å:
C 0.1478 -0.1708 -0.6528
N -2.3636 0.3050 -1.9911
C -1.3240 1.2414 -2.1258
C -0.1396 1.0237 -1.4770
C 0.8741 2.0653 -1.7296
C 1.5807 2.2237 -2.8520
C -1.7031 2.4629 -2.9407
H 0.3837 0.1541 0.4022
H -0.7086 -0.7820 -0.4672
H 0.9248 -0.8187 -1.0541
H -2.7014 -0.1030 -1.1272
H -2.9982 0.2262 -2.7612
H 0.8398 2.8524 -0.9809
H 2.3598 2.9599 -2.9342
H 1.5209 1.6138 -3.7235
H -1.0964 2.3285 -3.8221
H -2.7582 2.4763 -3.1959
H -1.4446 3.3470 -2.3846
H 3.3840 0.6993 -0.0540
H 3.6210 2.0536 -0.6735
O 2.9013 1.5253 -0.3127
H -0.9730 -3.7060 -0.8488
H -1.9338 -3.8317 0.3621
O -1.0081 -3.9086 0.0985
H -4.8797 -0.8165 0.5183
H -3.8149 0.0340 0.9700
O -3.9474 -0.6795 0.2973
H 0.3868 -2.9439 1.2694
H 0.5712 -4.3238 1.8569
O 0.7561 -3.3945 2.0565
H -3.4101 1.7487 2.8215
H -2.3866 0.7108 3.0250
O -2.9601 1.0662 2.2985
H -0.8333 -1.3968 2.8745
H -0.1104 -0.2725 3.6233
O -0.9778 -0.5311 3.2706
H 0.5965 3.0954 1.4231
H 1.9898 2.8311 0.9344
O 1.5276 3.1984 1.7003
H 3.2269 -1.2308 -0.7976
H 3.6484 -1.5874 0.6136
O 3.9249 -1.0339 -0.1647
H 2.2822 0.6380 4.0395
H 1.8485 1.4067 2.8684
O 1.4699 0.8397 3.5578
H -1.3472 1.8949 1.5147
H -1.5658 2.7254 0.1811
O -1.1623 2.7354 1.0518
H 3.2499 -3.7078 0.8149
H 2.4348 -3.2208 1.8573
O 3.3247 -2.9789 1.4517
H -0.7987 -2.9950 -3.0278
H 0.2509 -4.1344 -2.9023
O -0.6799 -3.9150 -2.7515

Cartesian forces (eV/Å) of the 6 atoms listed first:
0.23 0.48 1.80
-0.14 -0.39 -0.26
-0.18 -1.32 1.81
-1.53 0.91 -2.33
-0.25 0.65 -0.66
-0.10 0.19 0.87

Values from the calculation:
2S+1: 1
E_HOMO, eV: -7.470
Frontier orbital gap, eV: 7.45
ΔE to the lowest compared entry with this formula, charge and spin, kJ/mol: 380.4
Total energy, eV: -32849.6619
LUMO, Eh: -0.00082

***

Record 6
C6H35NO13 | wB97M-V/def2-TZVPD

Atoms and positions in Å:
C 2.8972 -1.6884 0.3897
O 3.1609 -0.5225 1.1654
C 3.3087 -1.3195 -1.1159
C 2.3341 -2.0776 -2.1312
C 0.8787 -1.9109 -2.0298
C -0.0261 -2.9342 -1.8111
N -1.3629 -2.6606 -1.5302
C -1.6421 -2.4472 -0.3437
H 3.4561 -2.4729 0.8065
H 1.7546 -1.8408 0.2289
H 2.4873 -0.3615 1.9074
H 3.2842 -0.2483 -1.1567
H 4.2555 -1.7981 -1.3365
H 2.6631 -3.1866 -2.0567
H 2.7343 -1.7838 -3.1201
H 0.7007 -0.8627 -1.8409
H -0.0743 -4.0546 -2.0208
H -1.2970 -2.3020 0.6497
H -2.7007 -2.2434 -0.2116
H 3.6065 1.5587 1.1071
H 3.2552 3.0359 0.4559
O 3.4905 2.5046 1.2491
H -1.4955 1.9460 2.0887
H -2.3218 2.6092 0.7616
O -2.0365 1.7473 1.1566
H 1.0191 1.3841 3.6853
H 0.7151 1.4438 1.9722
O 0.5066 1.1003 2.9539
H -0.8299 -0.4506 -2.4067
H -1.6013 0.5848 -1.6197
O -1.2667 0.3618 -2.4836
H -1.4297 3.7556 -0.4297
H -0.8397 2.6212 -1.3274
O -0.6534 3.5085 -0.9734
H -3.8807 -0.8022 2.4946
H -3.5301 -0.8734 0.9244
O -3.7924 -1.3116 1.7122
H -1.6856 -0.6670 2.7290
H -1.0275 0.4361 3.6764
O -1.2432 -0.5232 3.5867
H 1.7499 2.2691 -1.1457
H 1.6202 3.7865 -1.3828
O 2.2259 3.0344 -1.0252
H 0.9364 -1.5289 2.5200
H 0.4274 -1.0200 3.7707
O 1.2500 -1.5002 3.4063
H -2.7399 -0.1582 -2.9786
H -3.5006 -1.4315 -2.7838
O -3.5544 -0.5382 -2.7240
H -3.6651 1.3274 -1.4197
H -3.6840 2.8249 -1.8174
O -3.3695 2.1456 -1.1015
H 0.1675 1.6944 0.0818
H 1.5193 0.8269 0.0400
O 0.6557 1.1024 -0.4078

Cartesian forces (eV/Å) of the 6 atoms listed first:
-2.23 2.50 -2.52
-1.34 0.96 1.32
-1.72 -2.62 1.31
2.98 -1.70 -0.66
-0.54 -2.40 1.36
0.96 0.87 -1.47

Values from the calculation:
Net charge: -1
2S+1: 2
Expectation value of S²: 0.7510
E_HOMO (alpha / beta), eV: -0.257 / -6.838
Frontier orbital gap (alpha / beta), eV: 2.95 / 9.49
ΔE to the lowest compared entry with this formula, charge and spin, kJ/mol: 438.9
Total energy, eV: -34892.7066
LUMO (alpha / beta), Eh: 0.09898 / 0.09740

***

Record 7
C6H37N2O12 | wB97M-V/def2-TZVPD

Atoms and positions in Å:
C -1.1455 1.3171 -3.3483
C -0.5087 0.5008 -2.2497
C 0.2530 1.2572 -1.1247
C -0.3629 0.8875 0.2035
C -0.5678 -0.3105 0.8140
C -1.8829 2.6741 0.6415
N -0.8700 1.9702 0.8888
N 0.4467 -0.5395 -2.8528
H -0.5310 1.7554 -4.1376
H -1.9806 0.7824 -3.8030
H -1.6919 2.1999 -2.9626
H -1.3297 -0.0398 -1.7371
H 1.3047 0.8767 -1.0730
H 0.2510 2.3279 -1.1537
H -0.9342 -0.3446 1.8315
H -0.3069 -1.2689 0.4087
H -2.0707 3.6043 1.1656
H -2.5346 2.3528 -0.1951
H 1.2493 0.0182 -3.1714
H 0.6105 -1.2020 -2.0912
H 0.0182 -1.0894 -3.6040
H 2.8219 -2.7506 -2.5928
H 1.9742 -2.9097 -1.3809
O 1.9001 -2.6728 -2.3195
H 4.3796 -1.8705 -0.7955
H 4.7335 -0.6949 -1.7192
O 4.2558 -1.5272 -1.6977
H -1.9448 0.4222 4.0227
H -3.2914 1.0728 3.5749
O -2.8723 0.2210 3.7510
H -0.4178 2.2010 3.7282
H 0.1561 0.8265 4.1284
O -0.5615 1.4451 4.3038
H 3.7081 3.1478 0.2270
H 2.1991 3.4639 0.3027
O 2.9161 3.2945 -0.3156
H -3.2543 -0.5191 2.3190
H -4.1963 -1.6852 1.9245
O -3.5941 -1.0407 1.5372
H -2.3909 -2.2578 0.6141
H -3.5676 -2.8665 0.0445
O -2.6653 -3.1220 0.2589
H 1.6782 -3.2554 0.9619
H 2.7786 -3.6280 1.9389
O 2.6139 -3.0784 1.1487
H 2.0789 2.0629 2.2784
H 2.4425 2.2028 3.7245
O 2.4257 2.7076 2.9008
H -3.9512 0.9182 -1.1527
H -4.1947 0.3386 0.3673
O -4.0033 1.1048 -0.2162
H 3.5345 0.9501 -3.3082
H 3.2794 1.9940 -2.2317
O 3.1940 1.0412 -2.4042
H -0.9421 -3.8731 -0.3748
H -0.2473 -4.9502 -1.2008
O -0.0797 -4.1169 -0.7402

Cartesian forces (eV/Å) of the 6 atoms listed first:
-1.30 1.30 -0.09
-0.40 -0.11 -0.15
1.00 -1.97 0.64
-0.80 2.02 0.68
0.41 -0.65 0.67
0.46 0.47 -0.49

Values from the calculation:
Net charge: +2
2S+1: 2
Expectation value of S²: 0.7732
E_HOMO (alpha / beta), eV: -16.162 / -16.162
Frontier orbital gap (alpha / beta), eV: 9.00 / 5.77
Total energy, eV: -34354.9728
LUMO (alpha / beta), Eh: -0.26328 / -0.38196

***

Record 8
C6H37NO12 | wB97M-V/def2-TZVPD

Atoms and positions in Å:
C -0.8845 -1.1072 3.2986
C -0.4182 -0.2641 2.1005
C -1.6045 0.4014 1.4184
C -2.2802 1.4897 2.2734
C -1.2818 0.9849 0.0046
N 0.0569 1.5843 0.0095
C -1.3415 -0.1491 -1.0257
O -2.6408 -0.6101 -1.3443
H -1.8325 -1.5794 3.0329
H -1.0588 -0.5376 4.2077
H -0.2274 -1.9623 3.4518
H 0.3461 0.4289 2.4553
H 0.0480 -0.9532 1.3938
H -2.2931 -0.4055 1.1728
H -1.9759 1.3665 3.3129
H -2.1001 2.5217 1.9796
H -3.3644 1.3606 2.2305
H -2.0012 1.7680 -0.2297
H 0.2749 1.9364 -0.9262
H 0.8000 0.9171 0.1987
H -0.7575 -1.0207 -0.7050
H -0.9195 0.2372 -1.9433
H -3.1827 -0.8779 -0.5984
O -0.3155 -4.3811 -2.4493
H 0.1637 -3.6878 -1.9823
H -1.2126 -4.3141 -2.1099
O 2.6068 -2.6423 0.6490
H 2.4996 -1.6956 0.7947
H 3.5241 -2.7411 0.3686
O -2.5852 -1.5785 -4.1571
H -1.7808 -1.3759 -3.6687
H -2.7779 -0.7298 -4.6014
O 2.5587 -0.7301 -2.0813
H 2.1158 -0.8552 -1.2346
H 3.4984 -0.6527 -1.8574
O 1.3181 1.6662 -3.0173
H 1.5563 0.7227 -2.9149
H 1.6470 1.8933 -3.8927
O 4.8903 -0.5585 -0.0887
H 5.5649 -0.0647 -0.5626
H 4.4590 0.0663 0.5161
O 0.0207 -3.3985 0.5047
H -0.4569 -4.1185 0.9461
H 0.8590 -3.5811 0.9669
O 1.9416 2.4085 3.2366
H 1.3548 2.7201 2.5339
H 1.3375 2.0860 3.9130
O -0.3755 4.3472 1.2029
H -1.0478 4.6949 0.6040
H -0.3343 3.4277 0.8730
O -3.5269 0.8913 -4.1767
H -2.9044 1.4982 -3.7685
H -3.9960 0.4235 -3.4766
O 2.8262 1.2639 0.8118
H 2.9502 1.4511 1.7606
H 2.2598 2.0151 0.5896

Cartesian forces (eV/Å) of the 6 atoms listed first:
-0.38 -0.47 -0.69
-0.09 -0.46 0.42
0.15 1.35 -1.00
-0.44 -0.73 0.35
0.84 -1.27 0.78
0.09 0.70 -0.49

Values from the calculation:
2S+1: 1
E_HOMO, eV: -9.911
Frontier orbital gap, eV: 9.99
ΔE to the lowest compared entry with this formula, charge and spin, kJ/mol: 186.7
Total energy, eV: -32882.9081
Structure (SMILES): CC[C@@H](C)[C@@H](N)CO.O.O.O.O.O.O.O.O.O.O.O
LUMO, Eh: 0.00284